(1)
{"formula": "C9H26IN8O14P", "method": "ωB97M-V/def2-TZVPD", "smiles": "C[N+](=O)[O-].C[N+](=O)[O-].C[N+](=O)[O-].C[N+](=O)[O-].C[N+](=O)[O-].C[N+](=O)[O-].C[N+](=O)[O-].[H]/N=C/CPI", "energy_ev": -67709.822, "e_homo_ev": -8.63, "lumo_energy_ev": -0.23, "homo_lumo_gap_ev": 8.4, "species": ["N", "C", "C", "P", "I", "H", "H", "H", "H", "H", "C", "N", "O", "O", "H", "H", "H", "C", "N", "O", "O", "H", "H", "H", "C", "N", "O", "O", "H", "H", "H", "C", "N", "O", "O", "H", "H", "H", "C", "N", "O", "O", "H", "H", "H", "C", "N", "O", "O", "H", "H", "H", "C", "N", "O", "O", "H", "H", "H"], "coordinates": [[-4.81, -0.49, -0.71], [-4.34, 0.18, -1.68], [-3.26, 1.21, -1.47], [-1.60, 0.54, -0.97], [-1.63, -1.83, -1.57], [-5.52, -1.13, -1.03], [-4.70, 0.02, -2.70], [-3.11, 1.80, -2.37], [-3.62, 1.84, -0.66], [-1.81, 0.45, 0.42], [-0.68, -2.61, 2.87], [-0.48, -1.24, 2.32], [-1.18, -0.35, 2.76], [0.38, -1.10, 1.48], [-1.47, -2.57, 3.61], [-0.95, -3.24, 2.03], [0.26, -2.93, 3.30], [-3.58, -6.02, 4.09], [-2.87, -4.85, 4.69], [-3.53, -3.98, 5.21], [-1.65, -4.84, 4.59], [-4.64, -5.88, 4.25], [-3.33, -6.04, 3.04], [-3.21, -6.91, 4.59], [2.34, -2.17, -1.52], [3.64, -2.43, -2.19], [4.49, -1.56, -2.15], [3.77, -3.51, -2.74], [2.39, -1.17, -1.08], [1.56, -2.23, -2.27], [2.21, -2.93, -0.75], [-1.45, 1.23, 5.55], [-0.73, 2.39, 6.15], [-1.39, 3.27, 6.65], [0.48, 2.37, 6.09], [-2.51, 1.38, 5.69], [-1.18, 1.18, 4.50], [-1.11, 0.34, 6.07], [-3.78, 0.99, -5.66], [-2.44, 1.07, -5.02], [-1.97, 0.05, -4.57], [-1.93, 2.17, -4.97], [-4.12, -0.04, -5.63], [-4.45, 1.65, -5.12], [-3.67, 1.34, -6.69], [4.25, 1.95, -0.28], [2.97, 1.92, -1.03], [2.23, 0.97, -0.85], [2.75, 2.84, -1.79], [4.31, 1.07, 0.35], [5.05, 1.97, -1.02], [4.26, 2.86, 0.30], [6.44, 4.87, -3.80], [6.53, 4.53, -2.35], [6.71, 5.43, -1.56], [6.41, 3.36, -2.05], [6.57, 5.94, -3.91], [7.23, 4.32, -4.30], [5.47, 4.54, -4.14]]}

---

(2)
{"formula": "C9H26N4O3Rb", "method": "ωB97M-V/def2-TZVPD", "charge": 1, "e_above_lowest_kj_mol": 172.2, "energy_ev": -22507.604, "e_homo_ev": -11.83, "lumo_energy_ev": -2.75, "homo_lumo_gap_ev": 9.1, "species": ["Rb", "C", "C", "C", "O", "C", "N", "H", "H", "H", "H", "H", "H", "H", "H", "H", "H", "H", "C", "C", "C", "O", "C", "N", "H", "H", "H", "H", "H", "H", "H", "H", "H", "H", "H", "C", "O", "N", "N", "H", "H", "H", "H"], "coordinates": [[1.95, 0.61, -0.47], [-2.29, -0.23, 1.09], [-1.02, 0.17, 1.95], [-0.71, 1.66, 1.78], [-0.55, 1.94, 0.42], [-0.50, 3.36, 0.08], [-1.23, -0.15, 3.31], [-2.63, -1.21, 1.42], [-2.00, -0.36, 0.04], [-3.24, 0.29, 1.18], [-0.11, -0.31, 1.59], [0.25, 1.88, 2.23], [-1.57, 2.16, 2.23], [0.46, 3.78, 0.36], [-1.26, 3.93, 0.60], [-0.67, 3.46, -0.99], [-2.12, 0.15, 3.67], [-0.59, 0.37, 3.90], [-0.85, 0.99, -3.88], [-0.47, -0.17, -3.02], [-1.56, -1.25, -2.83], [-1.02, -2.24, -1.95], [-1.99, -3.12, -1.44], [0.80, -0.73, -3.42], [0.00, 1.68, -3.93], [-1.63, 1.69, -3.58], [-1.12, 0.67, -4.88], [-0.25, 0.28, -2.05], [-1.63, -1.55, -3.88], [-2.55, -0.88, -2.54], [-1.60, -4.07, -1.08], [-2.76, -3.45, -2.14], [-2.42, -2.67, -0.55], [0.80, -1.68, -3.07], [0.85, -0.77, -4.43], [3.91, -0.47, 2.76], [2.93, -0.18, 2.14], [4.64, 0.44, 3.41], [4.50, -1.59, 2.89], [5.49, 0.14, 3.87], [4.36, 1.41, 3.35], [4.13, -2.36, 2.35], [5.27, -1.64, 3.53]]}

---

(3)
{"formula": "C9H27As2F12N7O5Tl", "method": "ωB97M-V/def2-TZVPD", "charge": 1, "e_above_lowest_kj_mol": 0.0, "energy_ev": -189418.644, "e_homo_ev": -13.22, "lumo_energy_ev": -8.56, "homo_lumo_gap_ev": 4.7, "species": ["Tl", "As", "F", "F", "F", "F", "F", "F", "As", "F", "F", "F", "F", "F", "F", "C", "O", "C", "C", "N", "C", "C", "O", "C", "H", "H", "H", "H", "H", "H", "H", "H", "H", "H", "H", "H", "H", "H", "H", "C", "O", "N", "N", "H", "H", "H", "H", "C", "O", "N", "N", "H", "H", "H", "H", "C", "O", "N", "N", "H", "H", "H", "H"], "coordinates": [[0.27, 0.02, 0.22], [-0.24, 4.55, -0.70], [0.33, 5.17, 0.83], [-1.90, 4.71, -0.16], [-0.76, 3.77, -2.24], [1.43, 4.28, -1.22], [-0.19, 2.92, -0.03], [-0.23, 6.11, -1.41], [-3.03, -3.00, -1.25], [-1.81, -4.25, -1.19], [-3.24, -3.11, 0.53], [-4.22, -1.73, -1.25], [-2.72, -2.82, -2.98], [-4.30, -4.14, -1.52], [-1.72, -1.80, -0.98], [0.92, -3.09, -1.51], [0.70, -1.68, -1.53], [0.40, -1.22, -2.85], [0.35, 0.30, -2.88], [-0.58, 0.94, -1.96], [-1.98, 0.63, -2.18], [-2.83, 1.33, -1.10], [-2.38, 0.83, 0.11], [-3.09, 1.42, 1.22], [1.27, -3.38, -0.52], [1.66, -3.37, -2.25], [-0.01, -3.64, -1.67], [-0.51, -1.67, -3.23], [1.19, -1.50, -3.55], [0.04, 0.66, -3.87], [1.37, 0.70, -2.81], [-0.36, 1.95, -2.10], [-2.16, -0.44, -2.22], [-2.31, 1.04, -3.14], [-3.89, 1.13, -1.29], [-2.79, 2.41, -1.27], [-3.13, 2.48, 1.00], [-2.51, 1.27, 2.13], [-4.09, 0.99, 1.30], [3.81, -1.78, 0.56], [2.93, -1.01, 0.15], [4.55, -2.54, -0.29], [4.11, -2.07, 1.87], [4.38, -2.29, -1.25], [5.14, -3.25, 0.08], [4.88, -2.65, 2.14], [3.86, -1.47, 2.64], [-1.56, -1.78, 3.36], [-1.07, -1.25, 2.33], [-2.60, -2.62, 3.27], [-1.23, -1.40, 4.62], [-2.97, -3.10, 4.07], [-3.06, -2.77, 2.37], [-0.46, -0.77, 4.75], [-1.65, -1.84, 5.42], [3.11, 2.69, 1.51], [2.11, 2.06, 1.11], [3.97, 2.19, 2.45], [3.44, 3.90, 1.03], [3.54, 1.52, 3.06], [4.78, 2.74, 2.65], [4.25, 4.42, 1.30], [2.81, 4.31, 0.35]]}

---

(4)
{"formula": "C9H27BN8O5", "method": "ωB97M-V/def2-TZVPD", "smiles": "CCCCCB(CN)ON=O.NC(N)=O.NC(N)=O.NC(N)=O", "energy_ev": -32606.841, "e_homo_ev": -8.88, "lumo_energy_ev": 0.44, "homo_lumo_gap_ev": 9.3, "species": ["C", "C", "C", "C", "C", "B", "C", "N", "O", "N", "O", "H", "H", "H", "H", "H", "H", "H", "H", "H", "H", "H", "H", "H", "H", "H", "C", "O", "N", "N", "H", "H", "H", "H", "C", "O", "N", "N", "H", "H", "H", "H", "C", "O", "N", "N", "H", "H", "H", "H"], "coordinates": [[0.06, 2.28, 1.94], [-0.74, 2.47, 0.64], [0.10, 2.39, -0.64], [-0.52, 1.49, -1.72], [-0.74, 0.03, -1.30], [0.46, -0.96, -1.36], [1.96, -0.54, -1.52], [2.94, -1.65, -1.43], [0.17, -2.35, -1.23], [-0.18, -2.69, 0.11], [0.32, -3.68, 0.44], [0.30, 3.23, 2.41], [1.02, 1.79, 1.75], [-0.50, 1.67, 2.65], [-1.55, 1.75, 0.62], [-1.21, 3.45, 0.69], [1.13, 2.08, -0.41], [0.18, 3.39, -1.07], [-1.49, 1.93, -1.96], [0.07, 1.55, -2.64], [-1.14, -0.02, -0.28], [-1.54, -0.41, -1.92], [2.07, 0.07, -2.43], [2.15, 0.14, -0.68], [3.15, -2.00, -2.36], [3.80, -1.26, -1.08], [5.35, -2.78, -4.40], [4.20, -3.14, -4.25], [6.22, -2.66, -3.35], [5.86, -2.45, -5.62], [7.17, -2.37, -3.44], [5.87, -2.91, -2.44], [5.24, -2.52, -6.41], [6.80, -2.15, -5.77], [-2.26, -1.11, 2.26], [-2.44, 0.08, 2.02], [-1.23, -1.54, 3.05], [-3.07, -2.07, 1.76], [-1.05, -2.51, 3.24], [-0.61, -0.84, 3.41], [-3.84, -1.76, 1.19], [-2.94, -3.05, 1.92], [-5.16, 2.23, 3.27], [-5.68, 1.73, 2.29], [-5.85, 3.07, 4.11], [-3.86, 2.01, 3.62], [-5.45, 3.50, 4.92], [-6.81, 3.25, 3.88], [-3.29, 1.40, 3.04], [-3.45, 2.43, 4.44]]}

---

(5)
{"formula": "C9H27F4MnN2O20P3S4", "method": "ωB97M-V/def2-TZVPD", "multiplicity": 6, "energy_ev": -167106.718, "e_homo_ev": [-10.19, -10.20], "lumo_energy_ev": [0.39, 0.39], "homo_lumo_gap_ev": [10.6, 10.6], "species": ["Mn", "N", "S", "O", "O", "F", "S", "O", "O", "F", "N", "S", "O", "O", "F", "S", "O", "O", "F", "C", "O", "P", "O", "O", "C", "O", "C", "H", "H", "H", "H", "H", "H", "H", "H", "H", "C", "O", "P", "O", "O", "C", "O", "C", "H", "H", "H", "H", "H", "H", "H", "H", "H", "C", "O", "P", "O", "O", "C", "O", "C", "H", "H", "H", "H", "H", "H", "H", "H", "H"], "coordinates": [[-0.37, -0.46, -0.03], [-1.09, -1.94, 1.36], [-0.03, -2.81, 2.16], [-0.68, -3.98, 2.64], [0.91, -2.11, 2.96], [0.82, -3.25, 0.85], [-2.60, -2.18, 1.77], [-2.71, -2.59, 3.12], [-3.26, -2.77, 0.63], [-3.02, -0.53, 1.77], [-1.62, 1.13, -1.43], [-3.16, 1.03, -1.79], [-3.38, 0.61, -3.10], [-3.86, 2.18, -1.32], [-3.40, -0.22, -0.80], [-0.83, 2.36, -1.89], [-1.37, 2.94, -3.10], [0.56, 2.05, -1.82], [-0.96, 3.34, -0.70], [-0.32, -0.39, -4.32], [0.21, -1.73, -4.26], [0.33, -2.50, -2.92], [0.07, -1.54, -1.81], [-0.61, -3.69, -3.01], [-1.72, -3.90, -2.08], [1.82, -3.06, -2.92], [2.02, -4.38, -3.57], [0.19, 0.22, -5.06], [-0.16, 0.12, -3.37], [-1.37, -0.40, -4.59], [-2.52, -3.26, -2.39], [-1.41, -3.66, -1.08], [-2.22, -4.86, -2.16], [2.37, -5.11, -2.87], [2.63, -4.30, -4.50], [1.04, -4.70, -3.78], [-3.78, 2.78, 2.28], [-2.42, 3.15, 2.02], [-1.16, 2.20, 2.32], [-0.87, 1.11, 1.46], [0.03, 3.17, 2.34], [0.21, 4.52, 3.04], [-1.45, 1.76, 3.80], [-1.43, 0.35, 4.26], [-4.01, 2.70, 3.35], [-4.10, 1.86, 1.85], [-4.45, 3.51, 1.87], [-0.70, 4.80, 3.54], [0.40, 5.25, 2.27], [1.16, 4.43, 3.59], [-2.44, 0.01, 4.53], [-0.75, 0.32, 5.13], [-0.93, -0.27, 3.53], [3.90, -0.98, -1.61], [3.80, 0.30, -0.97], [2.92, 0.58, 0.26], [1.68, -0.22, 0.36], [2.75, 2.09, 0.17], [3.17, 2.85, -0.95], [3.72, 0.43, 1.49], [3.32, 0.54, 2.88], [3.50, -1.82, -1.03], [4.95, -1.10, -1.83], [3.36, -0.92, -2.50], [4.23, 3.08, -0.94], [2.59, 3.75, -0.98], [2.93, 2.36, -1.86], [2.69, -0.26, 3.20], [2.69, 1.40, 2.99], [4.19, 0.64, 3.53]]}

---

(6)
{"formula": "C9H27INO5", "method": "ωB97M-V/def2-TZVPD", "charge": -1, "e_above_lowest_kj_mol": 0.0, "energy_ev": -29602.085, "e_homo_ev": -5.07, "lumo_energy_ev": 2.80, "homo_lumo_gap_ev": 7.9, "species": ["I", "O", "H", "H", "O", "H", "H", "O", "H", "H", "O", "H", "H", "C", "C", "C", "C", "C", "C", "N", "O", "C", "C", "C", "H", "H", "H", "H", "H", "H", "H", "H", "H", "H", "H", "H", "H", "H", "H", "H", "H", "H", "H"], "coordinates": [[-1.30, -0.71, -2.92], [2.28, -1.14, -3.91], [2.73, -1.48, -3.14], [1.35, -1.32, -3.71], [-0.99, -3.94, -4.74], [-1.33, -4.56, -4.08], [-0.87, -3.13, -4.22], [0.28, 1.38, -5.55], [-0.17, 2.23, -5.60], [-0.07, 0.98, -4.74], [0.21, -3.77, -1.51], [-0.20, -2.89, -1.59], [-0.29, -4.19, -0.81], [-0.15, -1.74, 2.53], [-0.49, -0.31, 2.12], [-0.46, 0.57, 3.38], [-0.38, 2.06, 3.09], [0.80, 2.34, 2.15], [0.69, 1.55, 0.84], [0.57, 0.14, 1.21], [0.60, -0.70, 0.09], [-0.44, 2.10, -0.04], [2.01, 1.69, 0.09], [-1.91, -0.28, 1.52], [-0.81, -2.07, 3.33], [-0.29, -2.44, 1.70], [0.90, -1.81, 2.82], [-1.35, 0.36, 3.99], [0.40, 0.28, 3.99], [-1.31, 2.39, 2.62], [-0.29, 2.62, 4.02], [1.73, 2.04, 2.65], [0.85, 3.41, 1.92], [-0.07, 2.88, -0.70], [-1.29, 2.49, 0.53], [-0.86, 1.34, -0.70], [2.04, 1.00, -0.76], [2.85, 1.45, 0.73], [2.14, 2.69, -0.32], [-1.97, -0.74, 0.53], [-2.60, -0.88, 2.13], [-2.32, 0.72, 1.44], [-0.22, -0.59, -0.42]]}

---

(7)
{"formula": "C9H27LiNO5", "method": "ωB97M-V/def2-TZVPD", "charge": 1, "e_above_lowest_kj_mol": 239.6, "energy_ev": -21691.180, "e_homo_ev": -12.66, "lumo_energy_ev": -2.33, "homo_lumo_gap_ev": 10.3, "species": ["Li", "C", "O", "H", "H", "H", "H", "C", "O", "H", "H", "H", "H", "C", "O", "H", "H", "H", "H", "C", "O", "C", "C", "N", "C", "C", "O", "C", "H", "H", "H", "H", "H", "H", "H", "H", "H", "H", "H", "H", "H", "H", "H"], "coordinates": [[-42.09, 32.00, 30.62], [-43.00, 34.95, 31.56], [-42.45, 33.65, 31.98], [-44.11, 34.84, 31.73], [-42.86, 35.13, 30.57], [-42.66, 35.96, 32.04], [-42.16, 33.74, 32.82], [-43.46, 30.72, 28.46], [-43.53, 31.91, 29.24], [-44.32, 30.14, 28.37], [-42.49, 30.02, 28.68], [-43.28, 31.01, 27.41], [-43.75, 32.57, 28.64], [-44.35, 29.94, 32.18], [-43.26, 30.80, 32.23], [-44.84, 29.74, 31.04], [-45.11, 30.35, 32.59], [-44.32, 28.95, 32.70], [-42.87, 30.65, 32.95], [-42.46, 36.22, 26.40], [-41.51, 35.94, 27.51], [-41.65, 34.51, 27.88], [-40.64, 34.23, 28.91], [-40.73, 32.73, 29.25], [-39.62, 32.46, 30.22], [-39.54, 30.86, 30.39], [-40.79, 30.38, 30.71], [-40.92, 28.94, 30.75], [-42.43, 37.23, 26.26], [-43.20, 35.72, 26.55], [-41.95, 35.89, 25.42], [-41.53, 33.79, 27.00], [-42.75, 34.25, 28.11], [-40.63, 34.64, 29.88], [-39.59, 34.45, 28.53], [-40.53, 32.21, 28.29], [-39.69, 32.83, 31.15], [-38.72, 32.99, 30.01], [-38.76, 30.69, 31.18], [-39.25, 30.63, 29.26], [-40.66, 28.50, 29.82], [-41.82, 28.64, 30.90], [-40.44, 28.59, 31.40]]}

---

(8)
{"formula": "C9H27N9O18", "method": "ωB97M-V/def2-TZVPD", "e_above_lowest_kj_mol": 76.5, "smiles": "C[N+](=O)[O-].C[N+](=O)[O-].C[N+](=O)[O-].C[N+](=O)[O-].C[N+](=O)[O-].C[N+](=O)[O-].C[N+](=O)[O-].C[N+](=O)[O-].C[N+](=O)[O-]", "energy_ev": -60011.128, "e_homo_ev": -10.63, "lumo_energy_ev": -0.08, "homo_lumo_gap_ev": 10.6, "species": ["C", "N", "O", "O", "H", "H", "H", "C", "N", "O", "O", "H", "H", "H", "C", "N", "O", "O", "H", "H", "H", "C", "N", "O", "O", "H", "H", "H", "C", "N", "O", "O", "H", "H", "H", "C", "N", "O", "O", "H", "H", "H", "C", "N", "O", "O", "H", "H", "H", "C", "N", "O", "O", "H", "H", "H", "C", "N", "O", "O", "H", "H", "H"], "coordinates": [[2.96, 3.57, -3.71], [2.61, 3.08, -2.36], [2.73, 3.85, -1.46], [2.22, 1.94, -2.29], [3.43, 4.54, -3.61], [2.03, 3.68, -4.26], [3.63, 2.85, -4.18], [-0.59, -3.08, 2.98], [0.73, -2.65, 3.54], [1.32, -3.40, 4.24], [1.11, -1.53, 3.28], [-0.49, -3.09, 1.90], [-1.32, -2.34, 3.28], [-0.88, -4.06, 3.34], [-4.97, -2.80, -1.15], [-3.71, -3.27, -1.81], [-3.74, -3.39, -2.98], [-2.73, -3.42, -1.12], [-4.83, -2.89, -0.09], [-5.76, -3.42, -1.57], [-5.12, -1.80, -1.53], [1.21, -4.65, -1.46], [0.38, -5.88, -1.65], [-0.25, -5.96, -2.65], [0.28, -6.66, -0.73], [2.12, -4.81, -2.05], [1.52, -4.57, -0.43], [0.71, -3.77, -1.85], [2.30, 2.62, 2.80], [1.23, 2.27, 1.81], [1.24, 2.84, 0.77], [0.47, 1.39, 2.06], [3.21, 2.20, 2.39], [2.06, 2.18, 3.76], [2.33, 3.70, 2.90], [-0.43, 5.09, -1.05], [-1.04, 3.89, -1.60], [-1.99, 3.42, -1.02], [-0.56, 3.46, -2.61], [-1.08, 5.50, -0.28], [-0.29, 5.83, -1.83], [0.52, 4.84, -0.59], [-2.72, 1.13, 3.39], [-2.50, 2.58, 3.24], [-2.63, 3.25, 4.26], [-2.29, 3.00, 2.13], [-3.73, 0.94, 3.04], [-2.72, 0.89, 4.44], [-2.00, 0.57, 2.81], [-0.57, 0.40, -1.76], [-0.99, -0.69, -0.85], [-1.90, -0.42, -0.09], [-0.35, -1.78, -0.89], [0.40, 0.16, -2.16], [-0.53, 1.27, -1.12], [-1.33, 0.56, -2.52], [2.58, -0.78, -0.52], [3.59, -1.32, 0.40], [4.13, -0.55, 1.17], [3.87, -2.47, 0.28], [3.03, 0.12, -0.92], [1.60, -0.64, -0.10], [2.48, -1.48, -1.35]]}